Entry 1:
This record from OMol25 describes a molecular structure, C28H59ClOP2Si2Ti at a distorted geometry. The level of theory is ωB97M-V with the def2-TZVPD basis set.

Positions of all 94 atoms, in Å:
1 Ti 0.409 0.532 -0.598
2 Cl 5.162 -1.488 -0.188
3 P -0.262 -1.735 -2.157
4 P 0.901 1.826 1.868
5 Si -2.703 -0.129 -3.048
6 Si -1.501 3.589 1.140
7 O 0.161 -0.569 0.710
8 C -0.379 1.703 -2.386
9 C 1.279 1.435 4.677
10 C -1.164 2.615 -0.417
11 C 0.231 -3.453 -1.626
12 C 0.396 -3.550 -0.147
13 C -0.613 2.607 2.482
14 C -0.886 5.353 1.030
15 C 1.407 -0.513 3.267
16 C 1.690 0.951 3.311
17 C 2.278 -0.194 -0.512
18 C 3.324 2.745 0.834
19 C -0.366 -3.079 3.632
20 C -3.325 3.594 1.538
21 C -2.099 1.719 -0.945
22 C -0.672 -4.579 -2.076
23 C 0.511 -1.528 -3.816
24 C 1.532 -3.075 2.184
25 C 2.372 4.041 2.768
26 C 0.009 -2.567 2.327
27 C -0.083 2.615 -1.356
28 C -1.306 -2.037 1.754
29 C -4.493 -0.005 -2.530
30 C -2.582 0.078 -4.903
31 C 0.197 -2.669 -4.764
32 C -1.656 1.109 -2.123
33 C 2.055 3.229 1.527
34 C -2.045 -1.797 -2.472
35 C 2.012 -1.291 -3.702
36 H 4.031 3.573 0.756
37 H -3.268 0.884 -5.208
38 H -0.195 -5.514 -1.765
39 H 0.045 -0.617 -4.201
40 H 3.027 3.505 3.456
41 H 1.880 -1.058 4.074
42 H 1.870 0.859 5.391
43 H 0.490 -3.219 4.282
44 H 0.790 3.299 -1.324
45 H 1.504 3.867 0.828
46 H -0.365 3.241 3.340
47 H 2.133 -2.974 3.143
48 H 2.522 -2.057 -3.117
49 H -5.115 -0.703 -3.105
50 H 0.734 -3.580 -4.505
51 H 1.479 -4.192 2.097
52 H 1.253 -3.551 -2.042
53 H -0.791 5.806 2.028
54 H -3.099 1.551 -0.509
55 H 2.712 -0.121 0.490
56 H 2.270 -0.334 -3.242
57 H -0.574 -3.510 0.365
58 H -1.662 -1.147 2.279
59 H -2.570 -2.062 -1.543
60 H -0.859 -2.912 -4.858
61 H 2.912 4.940 2.461
62 H -1.624 5.945 0.468
63 H -1.179 -2.470 4.066
64 H -3.899 4.018 0.705
65 H 0.353 -0.683 3.474
66 H 2.771 0.462 -1.253
67 H 2.334 -1.255 -0.775
68 H -2.121 -2.672 2.066
69 H 0.077 5.448 0.518
70 H 0.221 1.542 -3.304
71 H 0.819 -4.513 0.160
72 H 1.003 -2.702 0.190
73 H 3.154 2.368 -0.178
74 H -1.652 -1.726 0.757
75 H 0.218 1.214 4.876
76 H 1.466 2.509 4.806
77 H -0.835 -4.599 -3.160
78 H 2.452 -1.297 -4.701
79 H 1.665 -0.930 2.278
80 H -3.528 4.196 2.433
81 H -1.578 0.348 -5.246
82 H -4.872 1.010 -2.702
83 H 2.338 -2.817 1.485
84 H -1.299 1.820 2.830
85 H -2.893 -0.836 -5.430
86 H 1.505 4.384 3.326
87 H -3.690 2.577 1.719
88 H -2.249 -2.583 -3.206
89 H -1.640 -4.529 -1.559
90 H 0.533 -2.380 -5.763
91 H -0.788 -4.052 3.269
92 H 3.822 1.940 1.376
93 H 2.777 1.037 3.088
94 H -4.612 -0.236 -1.466

The calculation puts the lowest unoccupied orbital energy at -2.3 eV. Its multiplicity is 1. As for the highest occupied orbital energy: -6.033 eV.

Entry 2:
This record from OMol25 describes a molecular structure, C28H60AsBF6Mg2NO23 at a distorted geometry. The level of theory is ωB97M-V with the def2-TZVPD basis set.

Positions of all 122 atoms, in Å:
1 As -1.194 -1.919 4.649
2 Mg 3.210 -0.541 1.981
3 Mg -2.757 -0.793 1.464
4 F -0.203 -2.198 6.116
5 F -0.242 -0.426 4.299
6 F -0.054 -2.717 3.479
7 F -2.427 -0.983 5.619
8 F -2.072 -3.454 4.945
9 F -2.178 -1.667 3.137
10 O 3.735 -0.089 -2.160
11 O -2.635 0.832 2.602
12 O 1.392 -0.308 1.293
13 O 3.966 -0.583 0.074
14 O 4.688 -2.027 -2.960
15 O 0.197 0.493 -0.202
16 O 5.074 0.501 -6.520
17 O -0.734 1.591 -3.640
18 O -3.155 2.233 -4.414
19 O 4.921 -0.771 2.673
20 O -4.574 -0.949 2.054
21 O -4.681 -2.103 -1.332
22 O 4.994 0.019 -4.213
23 O -2.788 -2.567 0.653
24 O 3.223 -2.513 1.884
25 O 5.034 -3.115 -0.990
26 O 2.395 -0.819 -6.456
27 O 2.890 -1.068 -4.266
28 O 2.655 -0.558 3.959
29 O 3.332 1.361 2.228
30 O -1.274 4.150 -4.482
31 O -0.697 3.963 -1.931
32 O -0.778 -0.766 1.217
33 N 0.255 -0.206 0.770
34 C 2.597 -1.577 4.971
35 C 2.693 1.703 3.509
36 C 4.341 -3.121 2.561
37 C 0.593 1.232 -3.316
38 C 5.947 0.143 2.923
39 C -0.332 3.782 -0.568
40 C -1.743 1.995 2.793
41 C 4.566 0.004 -5.487
42 C -2.446 -2.744 -0.745
43 C -5.936 -2.482 -1.827
44 C 0.014 4.687 -4.078
45 C 2.821 0.686 4.602
46 C -2.917 -3.811 1.276
47 C -2.706 0.871 -4.727
48 C -1.503 4.511 -5.822
49 C -4.583 2.317 -4.445
50 C 3.132 -0.689 -5.488
51 C -4.752 -0.176 3.259
52 C -3.655 -3.083 -1.593
53 C -1.204 0.824 -4.810
54 C 4.668 -2.166 -1.677
55 C -5.778 -1.644 1.699
56 C 3.408 2.458 1.317
57 C 2.321 -3.491 1.311
58 C 4.090 -0.823 -1.113
59 C -3.801 1.056 3.279
60 C -0.015 4.965 -2.608
61 C 5.485 -2.086 2.438
62 B 4.063 -0.795 -3.409
63 H -3.087 0.643 -5.722
64 H -3.686 -4.464 0.865
65 H -0.604 5.849 -2.360
66 H -1.378 2.084 3.816
67 H 3.806 0.776 5.060
68 H 6.094 -2.501 3.241
69 H -5.558 -2.655 1.356
70 H -6.305 -3.397 -1.364
71 H -6.534 -1.752 2.477
72 H -2.273 2.892 2.471
73 H 4.778 -4.054 2.206
74 H -0.808 1.165 -5.766
75 H -3.439 -3.246 -2.649
76 H 3.593 2.026 0.334
77 H -4.289 1.913 2.815
78 H -0.141 4.715 -0.038
79 H -5.029 1.932 -3.528
80 H -4.998 1.775 -5.294
81 H -1.910 -4.198 1.433
82 H 6.519 -0.414 3.665
83 H 5.629 1.143 3.217
84 H -0.844 1.879 2.188
85 H -3.208 -3.747 2.324
86 H 0.714 0.228 -2.908
87 H 6.017 -2.122 1.487
88 H 1.046 1.780 -2.491
89 H -4.703 3.400 -4.489
90 H 2.111 -1.362 5.923
91 H -3.638 1.208 4.346
92 H -1.216 3.460 -0.018
93 H -3.269 0.214 -4.065
94 H -4.613 -0.880 4.080
95 H -4.115 -4.032 -1.316
96 H 2.772 -3.947 0.429
97 H -1.347 5.565 -6.051
98 H 1.389 -3.066 0.937
99 H -5.756 0.230 3.388
100 H 1.302 1.425 -4.121
101 H 6.635 0.174 2.078
102 H -2.562 4.383 -6.045
103 H -2.040 -1.808 -1.130
104 H 3.165 2.596 3.919
105 H 0.324 5.579 -4.623
106 H 0.602 3.243 -0.405
107 H -0.879 -0.212 -4.712
108 H -6.295 -1.114 0.899
109 H 2.618 3.207 1.369
110 H 1.638 1.937 3.369
111 H -1.036 3.823 -6.527
112 H 3.588 -1.796 5.366
113 H -5.881 -2.537 -2.914
114 H 4.355 2.960 1.517
115 H 4.124 -3.366 3.601
116 H 1.992 -4.273 1.995
117 H -1.669 -3.475 -0.972
118 H 1.023 5.089 -2.301
119 H 2.232 -2.537 4.606
120 H 2.045 0.841 5.351
121 H 0.759 3.931 -4.324
122 H -6.649 -1.661 -1.746

As for the charge: +1. The calculation puts the energy above the lowest of the compared OMol25 structures with the same formula, charge and spin at 0.0 kcal/mol. The calculation puts the lowest unoccupied orbital energy at -2.5 eV. Its multiplicity is 1. As for the highest occupied orbital energy: -10.449 eV.

Entry 3:
This record from OMol25 describes 4 unconnected molecules or ions with the total composition C28H60BrO4S3 at a distorted geometry. The level of theory is ωB97M-V with the def2-TZVPD basis set.

Positions of all 96 atoms, in Å:
1 Br -3.605 2.818 1.584
2 S -1.834 2.909 -2.666
3 S 3.005 6.899 -2.988
4 S -3.733 2.201 -2.013
5 O -0.073 2.516 -0.025
6 O 0.132 0.064 -0.350
7 O 1.839 5.428 -0.641
8 O 2.476 3.151 -1.484
9 C 3.917 2.817 0.688
10 C -2.801 -2.509 2.758
11 C 7.883 1.594 -1.115
12 C -4.610 -5.985 5.556
13 C -0.535 1.533 -2.455
14 C 10.265 -0.382 -1.637
15 C -4.845 -3.978 3.155
16 C -4.457 -2.112 -2.406
17 C -4.947 4.120 0.870
18 C 9.559 -0.204 -0.302
19 C -5.893 -4.901 -2.420
20 C -4.976 3.599 -1.845
21 C 8.098 0.231 -0.445
22 C -3.065 -2.460 -2.940
23 C -4.642 4.672 -0.644
24 C 1.185 2.594 0.736
25 C -0.144 1.295 -0.847
26 C -4.234 -4.513 5.613
27 C 8.092 3.024 0.984
28 C -3.401 -3.903 2.653
29 C 2.649 4.606 -1.360
30 C -1.953 -2.175 -1.944
31 C -5.038 -3.646 4.640
32 C 2.547 2.461 -0.187
33 C 8.583 2.773 -0.434
34 C -4.918 -4.430 -1.352
35 C -4.904 -2.909 -1.175
36 C 3.872 5.400 -2.178
37 H 10.113 0.509 0.316
38 H 4.128 1.834 1.331
39 H -5.201 -4.888 -0.397
40 H -4.259 -2.660 -0.325
41 H -5.911 -2.576 -0.894
42 H -4.784 -2.595 4.815
43 H -5.235 -4.982 2.952
44 H -4.029 -6.550 6.292
45 H -3.393 -1.786 2.187
46 H 1.609 6.665 -3.047
47 H 1.229 3.670 1.250
48 H 8.294 2.170 1.639
49 H 8.400 3.676 -1.029
50 H 4.870 2.960 0.015
51 H 10.311 0.557 -2.198
52 H 3.700 3.712 1.418
53 H -5.672 -6.126 5.782
54 H 8.601 3.894 1.410
55 H -4.414 -4.147 6.632
56 H 7.015 3.221 0.995
57 H 9.668 2.625 -0.426
58 H -1.783 -2.505 2.356
59 H -6.914 -4.582 -2.184
60 H 0.487 1.875 -2.966
61 H 6.806 1.794 -1.153
62 H -3.025 -3.509 -3.249
63 H -5.380 5.593 -0.816
64 H -3.383 -4.210 1.600
65 H 4.363 4.741 -3.011
66 H 8.216 1.544 -2.158
67 H -2.058 -2.777 -1.037
68 H -1.946 -1.118 -1.659
69 H -5.885 -5.993 -2.482
70 H -6.104 -3.740 4.877
71 H -3.161 -4.399 5.432
72 H -2.883 -1.867 -3.845
73 H 1.187 1.796 1.593
74 H -6.073 3.136 -1.768
75 H 4.661 5.887 -1.432
76 H 11.293 -0.722 -1.476
77 H 7.635 0.236 0.548
78 H -2.768 -4.616 3.190
79 H 9.753 -1.128 -2.253
80 H -4.907 5.069 1.593
81 H -3.913 -4.799 -1.583
82 H -0.981 -2.412 -2.389
83 H -2.748 -2.168 3.796
84 H -0.854 0.525 -2.960
85 H 9.585 -1.160 0.235
86 H 7.556 -0.526 -1.024
87 H -5.463 -3.291 2.565
88 H -3.550 5.134 -0.772
89 H -4.977 4.216 -2.858
90 H -6.040 3.700 0.937
91 H -5.186 -2.247 -3.213
92 H 2.645 1.298 -0.439
93 H -4.213 1.414 -3.106
94 H -5.630 -4.512 -3.408
95 H -4.485 -1.045 -2.153
96 H -4.406 -6.416 4.571

As for the charge: +1. The calculation puts the lowest unoccupied orbital energy at -4.6 eV. Its multiplicity is 1. As for the highest occupied orbital energy: -11.193 eV.

Entry 4:
This record from OMol25 describes 3 unconnected molecules or ions with the total composition C28H60NO9P at a distorted geometry. The level of theory is ωB97M-V with the def2-TZVPD basis set.

Positions of all 99 atoms, in Å:
1 P 2.195 -0.970 5.359
2 O 4.591 0.482 6.572
3 O 4.811 -3.387 -6.461
4 O -0.656 4.785 4.858
5 O 2.455 -2.449 -8.345
6 O -1.172 -1.024 -2.832
7 O 2.683 -1.451 -5.456
8 O -3.305 0.900 -1.818
9 O -3.530 -0.099 -4.708
10 O 4.720 -1.481 4.200
11 N 3.201 0.297 4.612
12 C -1.898 -1.141 -1.614
13 C -1.912 2.535 1.952
14 C -4.745 -0.635 -5.199
15 C 2.328 -1.105 -7.891
16 C 2.693 -2.877 -5.379
17 C 1.239 -2.984 -8.836
18 C 4.916 0.281 2.498
19 C -4.506 -0.154 5.156
20 C -4.079 1.646 3.190
21 C 6.179 -3.085 -6.263
22 C 0.464 -0.229 5.547
23 C -0.700 -1.272 5.088
24 C -3.290 -0.527 -1.746
25 C -3.658 1.245 -4.253
26 C -2.795 1.485 -3.017
27 C 4.082 -3.496 -5.243
28 C -0.763 3.131 2.892
29 C -2.655 1.228 2.545
30 C 0.693 4.428 5.217
31 C -2.028 -0.810 5.902
32 C -1.374 3.678 4.275
33 C 3.946 1.075 5.666
34 C 3.192 -0.865 -6.655
35 C -3.399 -1.351 5.203
36 C 0.196 -0.716 -2.634
37 C -4.842 0.314 3.651
38 C 3.972 2.691 5.647
39 C 4.279 -0.364 3.814
40 H -2.432 4.069 4.026
41 H -3.319 1.897 -5.066
42 H -3.905 2.377 4.046
43 H 2.667 -0.453 -8.703
44 H 6.304 -2.245 -5.572
45 H 1.336 4.055 4.351
46 H 2.135 -3.317 -6.205
47 H 4.229 -1.158 -6.825
48 H -1.368 -0.661 -0.784
49 H 6.711 -3.966 -5.882
50 H -2.024 -1.215 6.969
51 H -0.017 2.307 3.156
52 H 3.233 3.104 6.419
53 H 6.606 -2.798 -7.226
54 H -2.036 0.629 3.295
55 H -0.839 -1.170 3.947
56 H -0.356 -2.327 5.378
57 H -3.849 -0.778 -0.838
58 H -0.242 4.012 2.370
59 H 2.133 -3.122 -4.470
60 H -4.611 -1.711 -5.326
61 H -4.663 -0.514 2.887
62 H -3.849 -0.965 -2.573
63 H 4.106 0.557 1.729
64 H 3.205 0.213 -6.467
65 H 5.628 -0.435 1.968
66 H 1.372 -4.060 -8.963
67 H -4.724 2.133 2.367
68 H -4.701 1.485 -4.017
69 H 0.731 -1.598 -2.257
70 H -2.734 3.320 1.749
71 H 0.318 0.122 -1.939
72 H 2.109 -2.064 4.440
73 H 4.614 -3.016 -4.415
74 H 0.989 -2.538 -9.802
75 H 0.425 -2.826 -8.120
76 H -1.998 -2.211 -1.396
77 H 0.376 0.747 4.930
78 H -1.490 2.237 0.919
79 H -4.995 -0.189 -6.165
80 H -5.560 -0.478 -4.484
81 H -5.974 0.550 3.642
82 H -2.852 0.533 1.653
83 H -3.817 -2.167 5.880
84 H -1.505 2.775 4.968
85 H 5.523 1.227 2.760
86 H -1.990 0.335 5.916
87 H -1.758 1.193 -3.186
88 H -3.192 -1.793 4.170
89 H 3.765 3.111 4.600
90 H 0.622 -0.424 -3.595
91 H 1.285 -0.864 -7.654
92 H 5.012 3.022 5.996
93 H -5.459 -0.575 5.642
94 H -2.783 2.563 -2.829
95 H -4.135 0.734 5.770
96 H 0.755 3.700 6.115
97 H 3.978 -4.565 -5.022
98 H 1.199 5.397 5.592
99 H 0.285 0.069 6.636

Its SMILES is COCCCCCCCCCCCPN(C(C)=O)C(C)=O.COCCOCCOC.COCCOCCOC. The calculation puts the lowest unoccupied orbital energy at 0.2 eV. Its multiplicity is 1. As for the highest occupied orbital energy: -8.011 eV.